Entry from OMol25: a cluster of 2 separate species, C8H8ClOP in total at a distorted geometry (ωB97M-V/def2-TZVPD).

```
19
Properties=species:S:1:pos:R:3
H 3.83717 -0.60396 -0.57837
H -0.01445 -2.05673 -1.46460
C -2.82643 2.13400 -0.15869
P -1.70477 -0.95029 0.73034
C 2.80531 -0.70835 -0.17691
H 2.27642 -1.92477 -1.87978
O -0.28304 1.95538 -0.26207
H -3.38655 1.80291 0.82761
C 2.36378 -0.34537 1.07799
C 1.00007 -0.35101 1.40063
C 0.63009 -1.60052 -0.66206
C 1.92045 -1.43638 -1.03337
C -1.43798 1.64494 -0.08313
Cl -2.52737 -1.73752 -0.92907
H -2.85475 3.19455 -0.34980
H 2.94732 0.38385 1.76294
H 0.54819 -0.07509 2.34385
H -3.47779 1.64485 -1.04332
C 0.18433 -0.97049 0.47782
```

## Properties
Energy relative to the best compared isomer or geometry (same formula, charge and spin) = 2.938 eV
Frontier orbital gap (alpha / beta) = 0.266 / 0.266 Ha
LUMO level (alpha / beta) = -0.1 / -0.1 eV
E_tot = -32281.783 eV
HOMO (alpha / beta) = -7.313 / -7.299 eV

---

Entry from OMol25: a cluster of 2 separate species, C8H8F2 in total (ωB97M-V/def2-TZVPD).

```
18
Properties=species:S:1:pos:R:3
C -1.33962 0.14369 0.51633
H 0.92425 -0.44806 -0.58898
C 1.00386 1.51571 0.83994
F 2.16169 2.19350 0.99992
C -0.47855 -0.23227 1.53767
F -2.49748 -0.53418 0.35642
C 0.89551 -1.30743 -1.26859
C -0.22397 -2.01141 -1.44391
H 0.41156 2.72796 -0.84043
H 1.42770 0.20498 2.49692
C 0.71640 0.46733 1.70268
H -1.76352 1.45436 -1.14063
H -0.25271 -2.87079 -2.12352
H -0.74730 -1.06844 2.19660
H 1.81831 -1.56843 -1.79919
H -1.14678 -1.75041 -0.91331
C -1.05220 1.19203 -0.34639
C 0.14283 1.89179 -0.18148
```

## Properties
Energy relative to the best compared isomer or geometry (same formula, charge and spin) = 0.111 eV
Frontier orbital gap = 0.379 Ha
LUMO level = 0.9 eV
E_tot = -13859.492 eV
HOMO = -9.421 eV

---

Entry from OMol25: a cluster of 2 separate species, C8H8F2O2 in total at a distorted geometry (ωB97M-V/def2-TZVPD).

```
20
Properties=species:S:1:pos:R:3
F -2.37323 1.61687 -0.37770
F -0.88913 1.88841 1.15711
O 1.63444 1.42251 -0.19796
C 2.83369 1.07878 0.31192
O -0.83904 -0.68239 -1.78557
H -3.31884 -0.86043 -0.27536
H -2.49695 -2.31778 0.35404
C -2.29625 -1.29892 0.07589
H 3.74113 -0.69870 0.86398
H 1.43470 -1.80232 0.17058
H -1.68403 -1.36532 -0.85868
H -0.49312 1.41088 -1.74569
C 1.02285 0.26575 -0.58953
H 3.49980 1.79024 0.69020
C -1.55642 0.95261 0.42140
C -0.22057 0.34440 -1.28217
C 2.87876 -0.22734 0.56828
C -1.68872 -0.31552 0.89822
H -0.92168 -0.43917 1.71453
C 1.73260 -0.76255 -0.11350
```

## Properties
Energy relative to the best compared isomer or geometry (same formula, charge and spin) = 1.701 eV
Frontier orbital gap = 0.314 Ha
LUMO level = -0.3 eV
E_tot = -17951.270 eV
HOMO = -8.805 eV